Arrangement A

Below is a cluster of 2 separate species, C5H11O in total, with properties calculated with ωB97M-V with the def2-TZVPD basis set.

Results
E_LUMO   4.3 eV
HOMO-LUMO gap   6.78 eV
Molecular weight   87.142 u
Net charge   -1

CARTESIAN COORDINATES (ANGSTROEM)
C1 -1.204 -1.109 2.118
C2 -0.320 -1.670 2.944
H1 -1.092 -1.147 1.026
H2 -2.107 -0.681 2.539
H3 0.634 -2.065 2.633
H4 -0.566 -1.690 4.004
C3 0.325 -0.445 -1.817
O1 -0.242 -0.981 -0.710
C4 1.036 0.902 -1.514
C5 0.066 1.882 -0.882
H5 -0.414 -0.245 -2.636
H6 1.099 -1.112 -2.285
H7 1.493 1.309 -2.430
H8 1.845 0.685 -0.808
H9 0.571 2.829 -0.650
H10 -0.351 1.439 0.020
H11 -0.774 2.098 -1.552

Arrangement B

Below is the ion C5H11O with charge -1, with properties calculated with ωB97M-V with the def2-TZVPD basis set.

Results
E_LUMO   3.8 eV
HOMO-LUMO gap   5.82 eV
Molecular weight   87.142 u
Net charge   -1
SMILES   CCCCC[O-]

CARTESIAN COORDINATES (ANGSTROEM)
C1 1.250 0.014 -1.812
C2 -0.167 -0.466 -1.536
C3 -0.486 -0.612 -0.046
C4 -0.176 0.577 0.828
C5 -0.635 0.412 2.314
O1 -0.767 1.565 2.972
H1 1.373 1.039 -1.443
H2 1.944 -0.552 -1.191
H3 1.488 -0.037 -2.871
H4 -0.303 -1.461 -1.978
H5 -0.929 0.141 -2.034
H6 0.123 -1.452 0.342
H7 -1.514 -0.947 0.108
H8 -0.666 1.492 0.470
H9 0.899 0.768 0.843
H10 -1.566 -0.218 2.241
H11 0.130 -0.263 2.793

Most stable of them? arrangement B.

Arrangement A

Below is an isolated molecule of C4H4S3, with properties calculated with ωB97M-V with the def2-TZVPD basis set.

Results
E_LUMO   -0.3 eV
HOMO-LUMO gap   7.90 eV
Molecular weight   148.277 u
SMILES   S=CC1SC=CS1

CARTESIAN COORDINATES (ANGSTROEM)
S1 2.787 0.184 0.480
C1 1.743 -0.566 -0.463
C2 0.409 -0.169 -0.932
S2 -0.767 -1.314 -0.251
C3 -1.426 -0.185 0.924
C4 -1.194 1.103 0.700
S3 -0.170 1.536 -0.694
H1 1.935 -1.572 -0.853
H2 0.382 -0.367 -2.024
H3 -2.049 -0.569 1.757
H4 -1.651 1.920 1.357

Arrangement B

Below is an isolated molecule of C4H4S3, with properties calculated with ωB97M-V with the def2-TZVPD basis set.

Results
E_LUMO   -1.4 eV
HOMO-LUMO gap   7.21 eV
Molecular weight   148.277 u
SMILES   C=C(C=S)SC=S

CARTESIAN COORDINATES (ANGSTROEM)
C1 -1.497 2.177 0.298
C2 -1.172 0.918 0.112
C3 -2.290 -0.096 0.029
S1 -1.948 -1.725 -0.001
S2 0.400 0.693 -0.630
C4 1.584 -0.043 0.414
S3 3.118 -0.446 0.106
H1 -2.557 2.772 0.634
H2 -0.613 2.895 0.606
H3 -3.081 0.524 0.489
H4 1.375 -0.283 1.561

Most stable of them? arrangement A.

Arrangement A

Below is the ion CH4N3OS with charge +1, with properties calculated with ωB97M-V with the def2-TZVPD basis set.

Results
E_LUMO   -4.9 eV
HOMO-LUMO gap   10.17 eV
Molecular weight   106.130 u
Net charge   +1

CARTESIAN COORDINATES (ANGSTROEM)
C1 0.139 0.656 0.534
N1 0.803 -0.273 0.873
N2 -0.707 -0.728 -1.239
N3 -0.280 1.830 0.784
O1 0.949 -1.489 0.766
S1 0.054 -2.066 -0.837
H1 -1.689 -0.794 -1.357
H2 0.074 2.563 0.277
H3 -0.655 2.042 1.673
H4 1.313 -1.741 -1.474

Arrangement B

Below is a structure of composition CH4N3OS, with properties calculated with ωB97M-V with the def2-TZVPD basis set.

Results
E_LUMO   -5.8 eV
HOMO-LUMO gap   9.57 eV
Molecular weight   106.130 u
Net charge   +1

CARTESIAN COORDINATES (ANGSTROEM)
C1 -0.959 -0.287 0.202
N1 1.663 0.883 0.650
N2 -1.641 0.656 0.043
N3 -0.271 -1.243 0.563
O1 2.296 -1.179 -0.121
S1 2.771 0.265 -0.116
H1 1.565 1.760 1.091
H2 -2.441 1.289 -0.002
H3 0.964 -1.295 0.240
H4 -0.789 -2.129 0.897

Arrangement C

Below is the ion CH4N3OS with charge +1, with properties calculated with ωB97M-V with the def2-TZVPD basis set.

Results
E_LUMO   -4.8 eV
HOMO-LUMO gap   9.95 eV
Molecular weight   106.130 u
Net charge   +1

CARTESIAN COORDINATES (ANGSTROEM)
C1 0.328 -1.052 0.092
N1 -0.706 -1.599 0.218
N2 -1.663 1.128 0.436
N3 1.595 -0.863 -0.016
O1 -1.915 -1.616 0.077
S1 -2.659 0.143 -0.169
H1 -1.715 1.681 1.290
H2 2.233 -0.740 -0.773
H3 2.221 -0.607 0.721
H4 -2.062 0.296 -1.501

Most stable of them? arrangement B.

Arrangement A

Below is a cluster of 8 separate species, H16O8 in total, with properties calculated with ωB97M-V with the def2-TZVPD basis set.

Results
E_LUMO (alpha / beta)   -3.6 / -11.2 eV
HOMO-LUMO gap (alpha / beta)   10.78 / 2.97 eV
Molecular weight   144.120 u
Net charge   +1
Multiplicity   2
<S²>   0.76

CARTESIAN COORDINATES (ANGSTROEM)
O1 -0.103 1.883 -2.922
H1 -0.059 1.128 -2.335
H2 -1.019 2.158 -2.890
O2 -3.398 0.652 0.352
H3 -4.069 0.425 0.996
H4 -2.730 1.118 0.855
O3 0.029 0.041 -0.227
H5 0.527 0.666 0.299
H6 -0.488 -0.451 0.411
O4 2.299 1.658 0.563
H7 1.914 2.522 0.711
H8 3.006 1.814 -0.063
O5 2.070 -1.443 -1.009
H9 2.016 -1.758 -0.107
H10 1.267 -0.939 -1.136
O6 3.578 0.863 2.720
H11 3.721 1.752 3.044
H12 2.819 0.938 2.142
O7 -1.895 -1.775 1.088
H13 -1.750 -2.177 1.945
H14 -2.539 -2.342 0.663
O8 -1.542 -2.585 -1.674
H15 -1.312 -1.753 -1.260
H16 -2.340 -2.395 -2.167

Arrangement B

Below is a cluster of 8 separate species, H16O8 in total, with properties calculated with ωB97M-V with the def2-TZVPD basis set.

Results
E_LUMO (alpha / beta)   -3.5 / -10.7 eV
HOMO-LUMO gap (alpha / beta)   10.57 / 3.37 eV
Molecular weight   144.120 u
Net charge   +1
Multiplicity   2
<S²>   0.76

CARTESIAN COORDINATES (ANGSTROEM)
O1 -23.847 -1.476 -30.940
H1 -23.080 -0.976 -31.220
H2 -23.545 -1.973 -30.179
O2 -25.892 -1.318 -32.849
H3 -25.357 -0.768 -33.421
H4 -25.375 -1.404 -32.048
O3 -25.649 -1.440 -36.382
H5 -24.929 -0.889 -36.074
H6 -26.440 -0.971 -36.117
O4 -28.744 -1.181 -32.139
H7 -27.794 -1.280 -32.194
H8 -28.880 -0.247 -31.980
O5 -23.875 0.239 -35.151
H9 -23.267 0.503 -35.841
H10 -23.730 0.872 -34.447
O6 -27.920 -0.558 -35.159
H11 -27.678 -0.957 -34.324
H12 -28.814 -0.860 -35.320
O7 -25.828 0.107 -29.428
H13 -25.892 -0.496 -28.688
H14 -25.189 -0.300 -30.014
O8 -25.239 -3.587 -34.708
H15 -25.438 -3.009 -35.445
H16 -25.530 -3.100 -33.937

Most stable of them? arrangement B.

Arrangement A

Below is a structure of composition C19H40EuP2, with properties calculated with ωB97M-V with the def2-TZVPD basis set.

Results
E_LUMO (alpha / beta)   -0.7 / -0.7 eV
HOMO-LUMO gap (alpha / beta)   3.80 / 3.79 eV
Molecular weight   482.441 u
Multiplicity   8
<S²>   15.76

CARTESIAN COORDINATES (ANGSTROEM)
P1 1.993 -3.140 -4.096
P2 2.291 -4.468 -0.314
C1 2.830 -4.405 -3.112
C2 1.998 -5.097 -2.012
H1 3.741 -3.928 -2.704
H2 3.198 -5.140 -3.850
H3 0.918 -5.082 -2.252
H4 2.320 -6.155 -1.997
C3 3.791 -5.378 0.198
H5 3.967 -5.213 1.272
H6 4.666 -5.022 -0.366
H7 3.664 -6.455 -0.002
C4 0.928 -4.925 0.747
H8 1.119 -5.946 1.115
H9 -0.035 -4.946 0.212
H10 0.852 -4.265 1.622
C5 3.185 -2.659 -5.372
H11 2.872 -1.717 -5.853
H12 3.224 -3.462 -6.125
H13 4.183 -2.523 -4.921
C6 0.564 -3.887 -4.885
H14 0.076 -4.614 -4.223
H15 0.897 -4.419 -5.788
H16 -0.173 -3.129 -5.184
Eu1 -1.410 -1.975 0.095
C7 3.001 -2.677 -0.276
C8 4.174 -2.604 -1.134
C9 4.600 -1.438 -1.915
C10 3.626 -0.227 -2.151
C11 2.623 -0.534 -3.151
C12 1.679 -1.636 -3.145
C13 0.956 -2.024 -1.767
C14 1.766 -1.739 -0.503
C15 -1.749 0.211 -1.107
H17 3.262 -2.611 0.804
H18 4.976 -3.360 -0.923
H19 4.909 -1.834 -2.906
H20 5.565 -1.037 -1.515
H21 3.241 0.128 -1.186
H22 4.248 0.596 -2.541
H23 2.479 0.151 -3.996
H24 0.840 -1.228 -3.752
H25 0.626 -3.091 -1.792
H26 0.026 -1.394 -1.769
H27 2.016 -0.671 -0.448
H28 1.156 -1.881 0.413
H29 -2.798 0.556 -1.105
H30 -1.521 -0.214 -2.115
H31 -1.068 1.069 -0.906
C16 -2.600 0.246 2.561
C17 -1.172 0.479 2.076
C18 -0.539 1.637 2.856
C19 -0.354 -0.781 2.086
H32 -2.629 0.013 3.633
H33 -3.082 -0.569 2.004
H34 -3.208 1.148 2.391
H35 -1.247 0.771 1.014
H36 -0.541 1.389 3.928
H37 0.486 1.804 2.532
H38 -1.100 2.570 2.729
H39 0.705 -0.597 1.912
H40 -0.541 -1.513 2.877

Arrangement B

Below is a structure of composition C19H40EuP2, with properties calculated with ωB97M-V with the def2-TZVPD basis set.

Results
E_LUMO (alpha / beta)   -0.3 / -0.3 eV
HOMO-LUMO gap (alpha / beta)   5.91 / 5.92 eV
Molecular weight   482.441 u
Multiplicity   8
<S²>   15.76

CARTESIAN COORDINATES (ANGSTROEM)
P1 0.065 -1.424 -6.091
P2 0.208 1.713 -5.866
C1 -0.250 -0.445 -7.642
C2 0.394 0.935 -7.557
H1 -1.340 -0.379 -7.774
H2 0.163 -1.027 -8.476
H3 1.473 0.892 -7.762
H4 -0.060 1.627 -8.278
C3 -1.448 2.469 -6.200
H5 -1.680 3.196 -5.417
H6 -2.224 1.699 -6.244
H7 -1.386 2.981 -7.165
C4 1.202 3.216 -6.232
H8 0.799 3.689 -7.139
H9 2.251 2.931 -6.394
H10 1.124 3.909 -5.386
C5 -0.991 -2.885 -6.419
H11 -0.844 -3.603 -5.601
H12 -0.695 -3.341 -7.375
H13 -2.046 -2.577 -6.458
C6 1.699 -2.101 -6.562
H14 2.450 -1.306 -6.563
H15 1.609 -2.530 -7.565
H16 1.978 -2.881 -5.847
Eu1 1.411 0.215 1.205
C7 0.446 1.825 -2.397
C8 -0.878 1.720 -2.570
C9 -1.637 0.718 -3.366
C10 -2.029 -0.626 -2.699
C11 -0.943 -1.592 -2.368
C12 0.376 -1.464 -2.564
C13 1.118 -0.464 -3.392
C14 1.549 0.892 -2.768
C15 0.116 -1.798 1.683
H17 0.811 2.727 -1.888
H18 -1.508 2.480 -2.068
H19 -1.132 0.521 -4.329
H20 -2.597 1.206 -3.604
H21 -2.631 -0.424 -1.787
H22 -2.697 -1.138 -3.415
H23 -1.276 -2.466 -1.782
H24 1.045 -2.196 -2.077
H25 0.539 -0.223 -4.315
H26 2.049 -0.962 -3.733
H27 2.281 0.702 -1.943
H28 2.137 1.400 -3.565
H29 0.937 -1.935 2.432
H30 0.194 -2.593 0.920
H31 -0.843 -1.875 2.210
C16 1.103 1.245 3.699
C17 -0.358 1.100 3.176
C18 -1.368 1.671 4.237
C19 -0.567 1.728 1.804
H32 1.395 2.302 3.622
H33 1.969 0.652 3.292
H34 1.123 0.923 4.746
H35 -0.638 0.035 3.076
H36 -1.231 2.747 4.420
H37 -2.417 1.525 3.923
H38 -1.252 1.152 5.198
H39 -1.630 1.728 1.516
H40 -0.188 2.758 1.775

Most stable of them? arrangement B.

Arrangement A

Below is an isolated molecule of C2H5NS, with properties calculated with ωB97M-V with the def2-TZVPD basis set.

Results
E_LUMO (alpha / beta)   -0.2 / -0.4 eV
HOMO-LUMO gap (alpha / beta)   8.11 / 7.83 eV
Molecular weight   75.136 u

CARTESIAN COORDINATES (ANGSTROEM)
C1 0.009 -0.152 -0.371
C2 1.274 -0.767 -0.226
N1 -2.206 1.336 1.068
S1 -0.693 0.735 0.994
H1 -0.431 -0.052 -1.302
H2 1.396 -0.938 0.872
H3 2.147 -0.238 -0.693
H4 1.175 -1.732 -0.715
H5 -2.670 1.807 0.373

Arrangement B

Below is a cluster of 2 separate species, C2H5NS in total, with properties calculated with ωB97M-V with the def2-TZVPD basis set.

Results
E_LUMO   0.9 eV
HOMO-LUMO gap   9.92 eV
Molecular weight   75.136 u

CARTESIAN COORDINATES (ANGSTROEM)
C1 1.521 0.134 -0.023
C2 -0.950 -0.878 0.070
N1 2.753 0.313 -0.022
S1 0.748 -1.382 0.218
H1 0.584 1.281 0.007
H2 -1.558 -1.682 0.432
H3 -1.391 -0.880 -0.958
H4 -0.993 0.056 0.700
H5 3.147 1.189 -0.373

Most stable of them? arrangement B.